[1]
This record from OMol25 describes a structure of composition C20H16AlB3Br8O26V at a distorted geometry. The level of theory is ωB97M-V/def2-TZVPD.

Structure (XYZ):
```
75
Properties=species:S:1:pos:R:3
O 19.9942 -11.8072 26.8946
V 20.1851 -13.3595 26.6783
O 19.1624 -14.0871 27.6332
Al 26.7403 -8.8277 11.6228
O 26.3913 -7.8885 17.8986
C 26.3859 -8.2516 19.0756
O 26.3198 -9.5325 19.5591
B 26.2297 -9.4786 21.0355
O 26.5485 -8.0596 21.3918
C 26.6631 -7.3531 20.2994
O 27.0340 -6.1981 20.2545
O 24.9079 -10.0102 21.4653
C 25.0568 -10.8852 22.4253
O 24.2277 -11.5197 23.0745
C 26.5587 -11.1543 22.5550
O 27.1815 -10.4275 21.5981
O 27.1028 -11.9189 23.3138
O 23.3643 -12.4870 15.5264
C 22.3821 -12.4419 16.2159
O 21.8558 -13.3425 16.9968
B 20.5640 -12.8843 17.5205
O 20.5420 -11.4761 16.9936
C 21.5227 -11.1867 16.2489
O 21.8170 -10.1724 15.6589
O 20.5953 -13.0271 18.9949
C 19.6450 -13.7291 19.4909
O 19.4085 -13.9042 20.6841
C 18.8685 -14.2277 18.2622
O 19.5090 -13.8114 17.1890
O 17.8491 -14.9284 18.2554
O 23.1827 -18.2523 25.2242
C 24.1515 -18.9785 24.9501
O 25.0681 -19.4756 25.8021
B 26.0150 -20.3311 25.0876
O 25.5197 -20.4694 23.7195
C 24.4281 -19.6676 23.5646
O 23.8282 -19.3795 22.5153
O 27.3632 -19.7890 25.1370
C 28.0443 -20.4911 26.0351
O 29.1804 -20.0847 26.4424
C 27.2208 -21.7187 26.5053
O 26.0430 -21.6063 25.8162
O 27.5381 -22.4337 27.4631
Br 14.3892 -11.5973 12.2260
C 14.9831 -10.6807 13.9062
C 15.3019 -9.2241 13.6654
Br 16.7702 -8.9467 12.3158
H 15.7576 -11.2975 14.3620
H 14.1591 -10.7884 14.6116
H 15.7201 -8.8866 14.6138
H 14.4147 -8.6231 13.4660
Br 9.7856 -16.0575 21.1570
C 10.7064 -14.5325 22.0004
C 12.1059 -14.8419 22.5298
Br 13.1026 -13.2122 23.0631
H 10.0919 -14.0301 22.7475
H 10.9358 -13.7895 21.2365
H 12.7851 -15.3108 21.8179
H 12.0553 -15.4877 23.4065
Br 19.4057 -6.3019 21.1070
C 17.6240 -6.1082 20.2612
C 16.8445 -7.3616 20.3668
Br 15.1538 -7.0943 19.3327
H 17.7341 -5.8616 19.2052
H 17.0945 -5.2296 20.6297
H 16.6452 -7.6676 21.3938
H 17.2710 -8.1952 19.8089
Br 17.2797 -17.4896 12.4625
C 16.3286 -18.4685 13.8722
C 15.0069 -17.7824 14.1711
Br 13.8088 -18.9170 15.2564
H 16.8912 -18.5748 14.7997
H 16.1320 -19.4750 13.5031
H 14.4110 -17.5420 13.2906
H 15.1764 -16.8014 14.6150
```

The calculation puts the HOMO energy at -11.1 eV. Its total charge is +1. As for the relative energy (zero: lowest compared OMol25 entry of this formula, charge and spin): 0.00 kcal per mole. The electronic energy is -24580.860165 hartree. The calculation puts the orbital gap at 1.03 eV. As for the largest force on an atom: 6.5 eV Å⁻¹. As for the molecular weight: 1421.92 g mol⁻¹.

---

[2]
This record from OMol25 describes a structure of composition C39H64Br12IN2O4PS2 at a distorted geometry. The level of theory is ωB97M-V/def2-TZVPD.

Structure (XYZ):
```
125
Properties=species:S:1:pos:R:3
C 0.8950 2.9785 0.7204
C -0.5183 3.0692 1.3629
C -1.3665 1.9045 0.7918
O -1.7758 2.3044 -0.5328
C -1.7260 1.2898 -1.4605
C -0.5769 0.9739 -2.1629
C -0.6488 -0.1098 -3.0942
C 0.5925 -0.5899 -3.9103
C 0.8975 -2.0630 -3.5097
C 2.1796 -2.2108 -2.6545
C 2.2125 -3.5631 -1.8830
C 2.2225 -3.3613 -0.3575
C 1.0567 -2.4665 0.1536
C 1.4670 -1.4939 1.2998
C 2.6834 -0.5974 0.9791
O 3.5102 -0.5054 2.1843
C 4.3837 -1.6317 2.1212
C -1.8465 -0.7759 -3.2927
C -3.0064 -0.4527 -2.5993
C -2.8959 0.5825 -1.6857
S -4.3849 0.9669 -0.7693
C -4.9932 -0.6903 -0.4728
C -4.8789 -1.5724 -1.5532
C -5.3713 -2.8547 -1.3452
C -5.9127 -3.2447 -0.1286
O -6.3666 -4.5507 0.0176
C -5.9873 -2.3686 0.9460
C -6.5749 -2.9053 2.2543
C -5.4692 -3.7400 2.9881
C -5.5746 -3.6755 4.5407
S -5.3109 -5.3728 5.2387
C -5.5233 -1.0657 0.7442
I -5.6488 0.2969 2.3587
N -4.2916 -1.0987 -2.7682
P -4.4113 -2.2401 -4.0899
N -3.2698 -3.5082 -3.7653
O -3.7905 -1.5706 -5.4707
H 0.9138 3.3492 -0.3081
H 1.1687 1.9142 0.7434
H 1.6349 3.4802 1.3581
H -0.4704 2.9479 2.4516
H -1.0013 3.9993 1.0405
H -0.7655 0.9908 0.6741
H -2.2257 1.7249 1.4561
H 0.3242 1.5523 -1.9678
H 1.4212 0.0173 -3.5209
H 0.4603 -0.4672 -4.9880
H 1.0049 -2.7146 -4.3901
H 0.0778 -2.5072 -2.9255
H 3.0237 -2.2576 -3.3596
H 2.3348 -1.3885 -1.9454
H 1.3725 -4.2197 -2.1516
H 3.1265 -4.1219 -2.1373
H 2.0656 -4.3640 0.0995
H 3.1987 -3.0377 0.0240
H 0.5820 -1.9254 -0.6778
H 0.2798 -3.1166 0.5857
H 1.6948 -2.1121 2.1758
H 0.5701 -0.9039 1.5447
H 3.2556 -0.9423 0.1098
H 2.3271 0.3976 0.7430
H 4.9378 -1.7076 1.1739
H 3.7881 -2.5470 2.2728
H 5.1017 -1.5323 2.9442
H -1.8389 -1.5694 -4.0338
H -5.3355 -3.6120 -2.1254
H -5.5835 -5.1057 -0.0887
H -7.3313 -3.6365 1.9456
H -6.9638 -2.1109 2.8913
H -5.4207 -4.7594 2.5929
H -4.5153 -3.2670 2.7076
H -6.5163 -3.2632 4.9080
H -4.7175 -3.0983 4.9043
H -4.1626 -5.6802 4.5997
H -3.5617 -4.3135 -4.3113
H -3.2645 -3.7465 -2.7797
H -4.2689 -0.7388 -5.6091
Br 3.7676 1.9413 -5.4144
C 2.4898 2.6083 -6.7251
C 1.5632 3.6282 -6.1209
Br 0.2019 2.7821 -5.0185
H 1.9670 1.7449 -7.1250
H 3.0955 3.0581 -7.5104
H 1.0158 4.1540 -6.9001
H 2.0741 4.3511 -5.4912
Br 5.6680 6.7313 -9.2448
C 4.4982 7.3780 -7.8312
C 3.5007 6.3292 -7.4193
Br 2.0599 6.1627 -8.7211
H 4.0308 8.2865 -8.1982
H 5.1594 7.6214 -7.0019
H 3.0117 6.6119 -6.4885
H 3.9429 5.3432 -7.3083
Br 1.4335 -4.8588 2.5754
C 0.2633 -4.0728 3.9078
C -0.8034 -5.0425 4.3236
Br -2.1710 -5.1816 2.9418
H -0.1355 -3.1593 3.4733
H 0.9047 -3.8182 4.7486
H -1.3183 -4.6888 5.2135
H -0.4287 -6.0458 4.5025
Br 3.0138 -2.2424 6.5455
C 1.8331 -1.4531 7.8779
C 0.7600 -2.4206 8.2993
Br -0.6268 -2.5665 6.9419
H 1.4359 -0.5394 7.4462
H 2.4758 -1.2047 8.7202
H 0.2502 -2.0651 9.1926
H 1.1361 -3.4236 8.4762
Br 4.2409 4.3007 3.9357
C 5.5672 3.6530 2.6661
C 4.9277 3.3565 1.3375
Br 3.9286 1.6761 1.3962
H 6.0439 2.7869 3.1164
H 6.2966 4.4560 2.5729
H 5.6854 3.2161 0.5676
H 4.2353 4.1347 1.0231
Br 0.9089 5.3945 4.3031
C 0.8169 7.2137 3.6225
C 0.5690 7.2327 2.1373
Br 2.1817 6.7952 1.1378
H 1.7434 7.7044 3.9055
H -0.0127 7.6762 4.1540
H 0.2936 8.2331 1.8090
H -0.1961 6.5273 1.8262
```

The calculation puts the HOMO energy at -7.8 eV. Its total charge is 0. The electronic energy is -34258.470895 hartree. The calculation puts the orbital gap at 7.97 eV. As for the largest force on an atom: 3.9 eV Å⁻¹. As for the molecular weight: 1805.81 g mol⁻¹.

---

[3]
This record from OMol25 describes a structure of composition C37H36CdN5O9S2Se at a distorted geometry. The level of theory is ωB97M-V/def2-TZVPD.

Structure (XYZ):
```
91
Properties=species:S:1:pos:R:3
Cd -1.3399 -17.7062 -16.1605
O 1.4397 -13.8818 -16.5528
C 0.5448 -13.2196 -15.6992
C -0.5013 -12.5760 -16.5186
C -0.4933 -11.2364 -16.9780
C -1.4741 -10.8830 -17.8841
C -2.4861 -11.7862 -18.3151
C -2.4151 -13.0670 -17.8608
N -1.4406 -13.4536 -16.9379
H 1.1998 -14.8153 -16.5228
H 1.1868 -12.4598 -15.1937
H 0.0908 -13.9258 -15.0344
H 0.2824 -10.4946 -16.6763
H -1.4947 -9.8654 -18.2611
H -3.1035 -11.4360 -19.1091
H -3.1818 -13.8082 -18.1475
O -3.6419 -16.4478 -16.7750
N -3.9898 -17.0630 -17.8494
N -3.5823 -18.2518 -18.0110
O -2.9067 -18.9549 -17.1647
C -3.7364 -18.8282 -19.3305
C -4.2606 -18.1566 -20.3794
C -4.1399 -18.6007 -21.6775
C -3.3745 -19.7908 -21.8631
C -2.9148 -20.5253 -20.7892
C -3.0656 -20.0273 -19.5099
H -4.6776 -17.1610 -20.1552
H -4.4319 -18.0615 -22.5517
H -3.1201 -20.1303 -22.8881
H -2.3060 -21.4325 -20.9676
H -2.5909 -20.5668 -18.7500
O 2.1762 -16.8555 -13.9920
Se 1.5111 -17.4433 -15.3384
O 2.6150 -17.9728 -16.4104
O 0.4261 -16.3534 -16.1325
O 0.4067 -18.6630 -15.1008
S -3.3991 -14.6277 -10.6267
C -2.9228 -15.7595 -11.8905
C -1.6550 -16.2973 -12.0302
C -1.4684 -17.1251 -13.0933
N -2.4270 -17.4436 -13.9799
C -3.6735 -16.8153 -13.8922
C -3.8910 -15.9251 -12.8538
C -3.0204 -15.3159 -9.0264
C -4.0763 -15.3668 -8.0896
C -3.7526 -15.8423 -6.8760
N -2.5612 -16.2879 -6.5202
C -1.6345 -16.2177 -7.4216
C -1.7642 -15.6887 -8.6608
H -0.9134 -16.0482 -11.3257
H -0.4855 -17.4798 -13.3548
H -4.4052 -17.1509 -14.6552
H -4.8246 -15.4363 -12.6484
H -5.0530 -15.0297 -8.3425
H -4.4780 -15.9462 -6.1004
H -0.6898 -16.6025 -7.0513
H -0.9031 -15.7611 -9.2296
C -4.5265 -10.5363 -13.8287
C -3.0882 -10.1741 -13.7967
C -2.0401 -11.1476 -13.2594
O -2.7937 -9.0423 -14.2723
H -4.5679 -11.4772 -14.3012
H -5.0848 -9.8803 -14.4809
H -4.8234 -10.5445 -12.7727
H -2.4408 -12.0600 -12.9155
H -1.6205 -10.6261 -12.4281
H -1.3385 -11.2829 -14.0183
O -0.8110 -17.5145 -18.5249
S -0.8164 -16.1473 -19.0733
C -1.0251 -16.4036 -20.8047
C -1.9047 -15.5622 -21.5010
C -1.9068 -15.6155 -22.8791
C -1.1104 -16.4762 -23.5416
C -0.2561 -17.3500 -22.8509
C -0.0977 -17.3139 -21.4974
C 0.9293 -15.6573 -19.3845
C 1.2498 -14.5324 -20.1564
C 2.6078 -14.2781 -20.3538
C 3.5596 -14.9762 -19.5886
C 3.1831 -16.0090 -18.8135
C 1.8574 -16.4189 -18.7101
H -2.5248 -14.8528 -20.9747
H -2.5809 -14.9133 -23.3101
H -1.0970 -16.4178 -24.6278
H 0.4087 -17.9099 -23.5317
H 0.5484 -17.9860 -20.8388
H 0.5709 -13.8163 -20.6328
H 2.8945 -13.4773 -21.0101
H 4.6219 -14.9136 -19.6463
H 3.9543 -16.4675 -18.2868
H 1.6090 -17.3290 -18.1551
```

The calculation puts the HOMO energy at -5.8 eV. Its total charge is -1. As for the relative energy (zero: lowest compared OMol25 entry of this formula, charge and spin): 56.16 kcal per mole. The electronic energy is -5747.830919 hartree. The calculation puts the orbital gap at 7.75 eV. As for the largest force on an atom: 4.1 eV Å⁻¹. As for the molecular weight: 950.23 g mol⁻¹.

---

[4]
This record from OMol25 describes a structure of composition C20H43N2P3PrSSe at a distorted geometry. The level of theory is ωB97M-V/def2-TZVPD.

Structure (XYZ):
```
71
Properties=species:S:1:pos:R:3
Pr 0.2493 0.2762 -0.0570
P -1.6157 -0.7048 2.3108
P 1.1131 -2.5781 -0.2271
P -2.1350 -0.8912 -1.2674
H 0.5905 2.8777 -1.1642
C -0.5018 2.7204 -1.1596
C -1.2302 2.8050 -0.0001
H -0.7632 2.9601 0.9871
C -1.2127 -0.2932 4.0438
C -1.9759 -2.4785 2.5772
C -3.3495 -0.1075 2.3240
C 2.2230 -2.6397 -1.7019
C 2.2927 -3.0126 1.1135
C 0.2205 -4.1700 -0.4682
C -3.4094 0.3849 -1.5753
C -3.1285 -2.3541 -0.8052
C -1.5338 -1.3176 -2.9585
H -0.9424 2.5964 -2.1544
H -2.3235 2.8150 0.0201
H -0.9972 0.7777 4.1513
H -0.3216 -0.8403 4.3792
H -2.0897 -0.5725 4.6505
H -1.0412 -3.0181 2.7658
H -2.4447 -2.9196 1.6923
H -2.6453 -2.5444 3.4466
H -3.3521 0.9877 2.2770
H -3.7926 -0.4587 3.2686
H -3.9059 -0.4832 1.4578
H 2.7470 -3.6086 -1.7799
H 2.9457 -1.8109 -1.6325
H 1.5960 -2.4769 -2.5943
H 2.9474 -3.8516 0.8260
H 1.7170 -3.3005 2.0077
H 2.9048 -2.1291 1.3580
H 0.9252 -5.0102 -0.5911
H -0.4069 -4.0918 -1.3711
H -0.4207 -4.3600 0.4079
H -4.0579 0.1121 -2.4202
H -2.9361 1.3553 -1.7918
H -4.0331 0.5077 -0.6763
H -3.8299 -2.6566 -1.5983
H -3.7137 -2.1421 0.1012
H -2.4607 -3.2051 -0.6034
H -2.3706 -1.4040 -3.6704
H -0.9878 -2.2748 -2.9260
H -0.8236 -0.5472 -3.3140
C 1.8617 2.2514 -4.3508
C 1.3608 3.4255 -3.8033
C 1.2732 4.6062 -4.5224
C 1.7750 4.6632 -5.8224
C 2.3803 3.5266 -6.3699
C 2.4345 2.3295 -5.6438
Se 1.6372 0.6412 -3.2898
H 1.3885 1.0710 -1.8030
H 0.9866 3.4089 -2.7977
H 0.8118 5.4765 -4.0669
H 1.6977 5.5834 -6.3963
H 2.8085 3.5771 -7.3735
H 2.9082 1.4554 -6.0781
S 2.3496 0.8269 1.5230
C 2.2371 0.8820 3.2521
N 2.6940 -0.0440 4.1296
C 2.3092 0.2701 5.4898
C 1.7115 1.6524 5.3818
N 1.8167 1.9446 3.9681
H 2.8698 -0.9820 3.7942
H 3.1841 0.2738 6.1348
H 1.5905 -0.4646 5.8588
H 2.2893 2.3723 5.9584
H 0.6619 1.7001 5.6837
H 1.2433 2.6295 3.4851
```

The spin multiplicity is 3. The calculation puts the HOMO energy (spin up / spin down) at -15.9 / -15.9 eV. Its total charge is +3. As for the relative energy (zero: lowest compared OMol25 entry of this formula, charge and spin): 23.78 kcal per mole. The electronic energy is -5237.125757 hartree. The calculation puts the orbital gap (spin up / spin down) at 5.96 / 6.11 eV. As for the largest force on an atom: 2.5 eV Å⁻¹. As for the molecular weight: 656.44 g mol⁻¹.